# 1
Formula: C35H37AsO2P2Ru
Source: the Open Molecules 2025 dataset
Level of theory: ωB97M-V/def2-TZVPD

Geometry as ORCA input:
```
! wB97M-V def2-TZVPD RIJCOSX def2/J DEFGRID3
* xyz 2 1
Ru -0.53023 0.00530 -0.16327
As 2.11420 0.58216 1.57179
P -2.94677 -1.35756 1.34699
P -1.99023 -2.14784 -1.51565
O -0.56267 -1.61585 -1.35810
O -1.96054 -0.19382 1.24292
C 3.83096 2.26278 4.21181
C -3.39823 1.50666 -2.55063
C 6.24976 2.58269 2.89174
C 0.86185 1.86772 2.26606
C -2.56783 0.45593 -2.19038
C 4.61428 3.37941 4.46192
C -6.10605 1.06114 0.65575
C -2.86511 -2.10504 2.96415
C 5.82178 3.54376 3.79750
C -2.50571 -4.46744 -4.77372
C -2.45921 -3.37486 -3.92312
C -2.18187 -5.73042 -4.29831
C 1.02974 -0.82226 0.86685
C -2.38907 -1.34138 4.02743
C -7.17051 0.17398 0.60204
C -3.08275 -0.84101 -2.07827
C -4.43239 -1.07763 -2.32864
C -2.37771 -1.87659 5.30567
C 3.07449 1.45669 0.15932
C -4.60302 -0.77415 1.02232
C 3.37561 0.12008 2.98519
C -4.74075 1.26194 -2.80268
C -1.79956 -5.90993 -2.97365
C -2.54266 -2.68105 0.14807
C -5.67492 -1.66660 0.97584
C -2.83963 -3.16706 5.52216
C -3.31401 -3.93000 4.46289
C -5.25527 -0.02566 -2.69343
C -2.08500 -3.55375 -2.59167
C 5.46606 1.46744 2.63859
C -6.95621 -1.19089 0.76028
C 4.24896 1.30116 3.29446
C -1.74997 -4.82460 -2.11855
C -4.81797 0.59080 0.86333
C -3.33016 -3.40154 3.18338
H 2.36971 1.75867 -0.61473
H 2.90472 2.12332 4.75900
H -7.78933 -1.87967 0.72736
H -5.39042 2.07536 -3.09695
H -6.27761 2.12290 0.54005
H -1.50007 0.64312 -2.07486
H 4.28901 4.11356 5.18664
H -2.01472 -1.28444 6.13463
H 2.77165 -0.17731 3.84474
H 0.75434 -1.46261 1.71220
H -3.98408 1.27939 0.90320
H -2.04063 -0.33132 3.85367
H -2.83153 -3.58181 6.52096
H 1.63426 -1.42769 0.18265
H -5.52497 -2.73090 1.11957
H -1.44039 -4.97347 -1.09113
H 3.81090 0.77367 -0.26117
H -8.17455 0.54497 0.44490
H -3.70277 -4.00997 2.36768
H 5.81467 0.71317 1.94193
H -1.53870 -6.89491 -2.61208
H 6.43534 4.41183 3.99577
H -1.70861 -3.25236 0.56828
H 0.24818 2.25719 1.44768
H 3.93689 -0.75184 2.64950
H -3.67177 -4.93571 4.63521
H -3.39577 -3.35870 0.06149
H -2.70886 -2.38998 -4.29737
H 3.58415 2.33177 0.55868
H -2.99397 2.50455 -2.65338
H 7.20140 2.69571 2.39028
H -6.30187 -0.20887 -2.89539
H 0.22302 1.38860 3.00595
H -4.84114 -2.07870 -2.25207
H 1.39245 2.70600 2.71502
H -2.22576 -6.58221 -4.96348
H -2.79426 -4.33225 -5.80684
*
```

Computed properties:
LUMO level (alpha / beta) ... -0.201 / -0.201 hartree
E_HOMO (alpha / beta) ... -13.51 / -13.51 eV
Orbital gap (alpha / beta) ... 8.04 / 8.04 eV

***

# 2
Formula: C3H6O3
Source: the Open Molecules 2025 dataset
Level of theory: ωB97M-V/def2-TZVPD

Geometry as ORCA input:
```
! wB97M-V def2-TZVPD RIJCOSX def2/J DEFGRID3
* xyz 0 1
O 1.82763 0.46359 -0.99956
O 0.63008 2.03260 0.05720
O -0.28063 -0.80157 0.19456
C 1.69936 1.58582 -0.26158
C -1.40020 -1.59504 0.14031
C -2.50605 -1.52728 0.90387
H -3.17825 -0.69964 1.09275
H 0.94798 0.30858 -1.35641
H -1.21287 -2.56636 -0.32400
H -0.41224 -0.37376 1.04630
H -3.01076 -2.47487 1.07272
H 2.69491 1.87881 0.09362
*
```

Computed properties:
LUMO level ... 0.028 hartree
ΔE to the lowest compared entry with this formula, charge and spin ... 2.240 eV
E_HOMO ... -9.13 eV
SMILES ... C=CO.O=CO
Orbital gap ... 9.89 eV

***

Question: Number 2 is which compound?
Answer: C3H6O3